{
  "formula": "C4H7NO",
  "method": "ωB97M-V with the def2-TZVPD basis set",
  "species": ["H", "H", "H", "O", "C", "H", "C", "H", "C", "H", "H", "C", "N"],
  "coordinates": [[1.8473, -0.1483, 2.4361], [-1.3873, -0.8549, 0.6783], [0.4158, -1.6408, -0.6329], [1.2833, -0.3390, 1.6748], [-0.8758, -0.1057, 0.0374], [1.9046, 0.3246, -0.5213], [0.8124, 0.4273, -0.6615], [0.5509, 1.4073, -1.0446], [-0.0140, -0.7161, -1.0257], [-0.3884, -0.7969, -2.0302], [0.3102, -0.2089, 1.8920], [-1.8326, 0.9145, -0.2935], [-2.6264, 1.7369, -0.5090]],
  "forces_ev_per_a": [[-0.52, -0.08, 0.11], [1.21, 0.64, 0.42], [-0.11, 0.10, -0.34], [-0.96, -0.19, 0.98], [0.33, 0.19, -0.57], [-1.10, -0.08, 1.09], [-0.74, 0.09, -0.08], [-0.30, -0.15, -0.13], [-0.09, -0.23, -0.77], [-0.23, -0.21, -0.42], [2.08, 0.02, -0.07], [-0.53, 0.86, -0.44], [0.94, -0.94, 0.22]],
  "e_tot_ha": -286.47781,
  "homo_lumo_gap_ev": 9.356,
  "total_charge": 0,
  "e_above_lowest_kcal_mol": 96.5
}